# 1
ORCA calculation (wB97M-V/def2-TZVPD) on 3 unconnected molecules or ions with the total composition C39H36BF8O9PS in a non-equilibrium geometry.

## Properties
strongest force on any atom = 0.1299 Eh/bohr
SMILES = CB(O)[PH2](CCCS(=O)(=O)O)CCOCC(F)(F)C(F)(F)C(F)(F)C(F)F.O=C1c2ccccc2C(=O)c2ccccc21.O=C1c2ccccc2C(=O)c2ccccc21
spin multiplicity = 1
lowest unoccupied orbital energy = -0.038 Eh

Each line ends with the Löwdin charge.
Atoms and positions in Å:
C (-3.52596, 0.87041, 3.88140)  -0.09
B (-2.66155, 1.26813, 5.25986)  -0.45
O (-2.64378, 0.18922, 6.30951)  -0.03
P (-1.71888, 2.91344, 5.52485)  0.79
C (-0.09241, 2.02546, 6.08188)  -0.37
C (1.00225, 3.10292, 6.74354)  -0.24
C (1.74467, 4.03247, 5.57722)  -0.25
S (3.62825, 4.16131, 5.85366)  0.81
O (4.00525, 4.01405, 7.35904)  -0.37
O (4.34773, 3.06166, 4.97948)  -0.40
O (4.19603, 5.67033, 5.20572)  -0.24
C (-3.21161, 4.00693, 5.05282)  -0.34
C (-2.86742, 5.10784, 3.84178)  -0.23
O (-2.99302, 4.53606, 2.49323)  -0.19
C (-1.70380, 4.44991, 1.79244)  -0.08
C (-1.54728, 2.87050, 1.27555)  -0.16
F (-2.93274, 2.45375, 0.88003)  0.00
F (-0.99925, 2.11954, 2.42866)  -0.01
C (-0.52834, 2.69942, 0.00242)  -0.11
F (0.57317, 3.73193, 0.06009)  0.02
F (-1.27985, 2.96576, -1.24641)  0.05
C (0.22534, 1.24623, -0.09546)  -0.10
F (1.43854, 1.14397, 0.77187)  0.02
F (0.74222, 1.14240, -1.50947)  0.00
C (-0.74374, -0.05637, 0.13331)  -0.03
F (-0.04513, -0.91733, 1.15947)  -0.04
F (-0.95927, -0.89816, -1.06730)  -0.01
H (-4.62652, 0.58909, 4.23952)  0.10
H (-3.64303, 1.88395, 3.28635)  0.05
H (-3.01309, 0.01931, 3.25945)  0.08
H (-3.20366, -0.59195, 5.96360)  0.12
H (-0.95098, 3.59929, 4.51744)  0.01
H (-1.76449, 3.48246, 6.87587)  0.05
H (0.37756, 1.54237, 5.12478)  0.09
H (-0.27793, 1.22392, 6.93836)  0.10
H (0.45938, 3.87350, 7.45357)  0.11
H (1.81500, 2.52496, 7.35889)  0.12
H (1.34627, 5.13496, 5.64918)  0.11
H (1.55905, 3.57797, 4.51471)  0.11
H (3.52077, 5.92006, 4.48224)  0.10
H (-3.45001, 4.68464, 6.00617)  0.10
H (-4.19778, 3.40423, 4.84181)  0.09
H (-1.86305, 5.66812, 4.05647)  0.12
H (-3.72563, 5.93131, 3.94506)  0.14
H (-0.76364, 4.70753, 2.43890)  0.14
H (-1.77011, 5.17200, 0.84842)  0.17
H (-1.79762, 0.17816, 0.58511)  0.18
O (6.87885, -2.30279, -4.11531)  0.10
C (6.27746, -1.28476, -4.43493)  -0.28
C (5.31446, -0.66115, -3.50444)  -0.09
C (5.10497, -1.22795, -2.24050)  0.01
C (4.22679, -0.62206, -1.34084)  -0.05
C (3.55815, 0.54851, -1.69820)  -0.06
C (3.75212, 1.10498, -2.96349)  0.01
C (4.62729, 0.49547, -3.87071)  -0.09
C (4.81258, 1.08121, -5.21329)  -0.28
O (4.16760, 2.06594, -5.55461)  0.10
C (5.78943, 0.46967, -6.13586)  -0.09
C (5.99944, 1.03892, -7.39886)  0.01
C (6.94519, 0.48786, -8.26474)  -0.06
C (7.68235, -0.62944, -7.87343)  -0.06
C (7.46427, -1.20696, -6.62074)  0.01
C (6.51154, -0.65923, -5.75175)  -0.09
H (5.62761, -2.13844, -1.95259)  0.12
H (4.06865, -1.06088, -0.35812)  0.11
H (2.88340, 1.02772, -0.99233)  0.08
H (3.22276, 2.01610, -3.23743)  0.12
H (5.43119, 1.91419, -7.70930)  0.12
H (7.10970, 0.93360, -9.24335)  0.11
H (8.42633, -1.05322, -8.54453)  0.11
H (8.04180, -2.08110, -6.32418)  0.12
O (-4.45385, -3.67551, -4.37274)  0.10
C (-4.31475, -4.44375, -3.42898)  -0.28
C (-5.34017, -5.46686, -3.13947)  -0.09
C (-6.46815, -5.57084, -3.96384)  0.01
C (-7.42139, -6.56072, -3.72064)  -0.06
C (-7.25164, -7.44803, -2.65816)  -0.06
C (-6.13744, -7.33489, -1.82508)  0.01
C (-5.18295, -6.33836, -2.06248)  -0.09
C (-4.01680, -6.21488, -1.16539)  -0.28
O (-3.90687, -6.94513, -0.18721)  0.09
C (-2.98220, -5.20563, -1.46603)  -0.09
C (-1.85356, -5.10425, -0.64188)  0.01
C (-0.85404, -4.17614, -0.93754)  -0.05
C (-0.97748, -3.34930, -2.05376)  -0.08
C (-2.10839, -3.43882, -2.86822)  0.01
C (-3.11594, -4.36571, -2.57059)  -0.09
H (-6.60450, -4.88527, -4.79837)  0.12
H (-8.29439, -6.64303, -4.36438)  0.11
H (-7.98817, -8.22755, -2.47631)  0.11
H (-6.01418, -8.02784, -0.99441)  0.12
H (-1.74798, -5.74981, 0.22846)  0.12
H (0.02339, -4.10163, -0.29879)  0.11
H (-0.19390, -2.63249, -2.28970)  0.10
H (-2.19851, -2.78737, -3.73603)  0.12

# 2
ORCA calculation (wB97M-V/def2-TZVPD) on a molecular structure, C39H36BrF4N2O6PTeV.

## Properties
energy relative to the best compared isomer or geometry (same formula, charge and spin) = 0.408 eV
expectation value of S² = 0.80
strongest force on any atom = 0.0152 Eh/bohr
total charge = -2
spin multiplicity = 2
lowest unoccupied orbital energy (spin up / spin down) = 0.135 / 0.135 Eh

Each line ends with the Löwdin charge.
Atoms and positions in Å:
V (-0.49719, 0.62318, -0.39341)  0.72
O (-0.86140, -0.58982, -6.29191)  -0.02
C (-0.69726, -0.35329, -4.91794)  -0.32
C (-0.39690, -1.35537, -4.02409)  0.02
C (-0.25658, -1.05403, -2.67207)  -0.22
N (-0.50808, 0.23555, -2.20980)  -0.05
C (-0.63404, 1.25212, -3.13969)  -0.18
C (-0.75771, 0.98507, -4.47065)  0.04
C (-0.51745, 2.59661, -2.49429)  -0.60
O (-0.62184, 3.64369, -3.13771)  -0.01
O (-0.25082, 2.50304, -1.22734)  -0.16
C (0.12844, -1.94285, -1.58813)  -0.59
O (0.39538, -3.15628, -1.69888)  -0.03
O (0.19452, -1.30384, -0.43595)  -0.22
H (-0.92809, -1.54139, -6.40159)  0.07
H (-0.24296, -2.38370, -4.33833)  0.12
H (-0.86911, 1.80800, -5.16486)  0.12
F (-0.75357, -6.91855, -0.23675)  0.11
C (-0.37795, -5.80503, 0.40059)  -0.14
C (0.92857, -5.65059, 0.80456)  -0.14
F (1.82065, -6.62359, 0.56560)  0.10
C (1.30964, -4.49786, 1.46779)  -0.21
F (2.59482, -4.45722, 1.86918)  0.08
C (0.42838, -3.45859, 1.71383)  -0.30
P (0.86972, -1.75644, 2.30020)  1.12
C (1.01720, -2.08928, 4.11829)  -0.35
C (1.88886, -2.99074, 4.73092)  -0.09
C (1.87529, -3.16454, 6.10561)  -0.10
C (0.98537, -2.44266, 6.89449)  -0.11
C (0.10806, -1.55027, 6.29985)  -0.09
C (0.12710, -1.37777, 4.92038)  -0.11
C (2.64944, -1.66585, 1.83441)  -0.35
C (3.04896, -2.07454, 0.55820)  -0.08
C (4.36776, -1.92953, 0.16508)  -0.09
C (5.30154, -1.33922, 1.00924)  -0.11
C (4.90465, -0.89937, 2.26206)  -0.11
C (3.58641, -1.06578, 2.67083)  -0.11
C (-0.90344, -3.67122, 1.34635)  -0.58
Br (-2.22162, -2.39378, 1.74772)  0.89
C (-1.29973, -4.81737, 0.69021)  -0.26
F (-2.56889, -5.01581, 0.32431)  0.08
H (2.58711, -3.55476, 4.12486)  0.10
H (2.56024, -3.86745, 6.56555)  0.09
H (0.97662, -2.58144, 7.96923)  0.09
H (-0.59098, -0.98625, 6.90571)  0.10
H (-0.55816, -0.68429, 4.44617)  0.08
H (2.32388, -2.51706, -0.11609)  0.10
H (4.66680, -2.27521, -0.81745)  0.11
H (6.32923, -1.21591, 0.68716)  0.09
H (5.61863, -0.42726, 2.92711)  0.09
H (3.29041, -0.72296, 3.65545)  0.10
C (4.18523, 1.93259, -0.42680)  -0.14
C (3.93600, 1.08501, -1.67969)  -0.14
C (2.41954, 1.06248, -1.76332)  -0.16
O (1.99201, 0.99438, -0.39866)  -0.22
C (2.89158, 1.76604, 0.39121)  -0.23
H (4.32441, 2.98061, -0.69726)  0.10
H (5.06104, 1.60300, 0.13471)  0.09
H (4.31214, 0.07375, -1.53466)  0.08
H (4.39422, 1.50494, -2.57614)  0.11
H (2.01411, 0.19273, -2.27827)  0.12
H (2.02357, 1.97053, -2.22683)  0.13
H (3.05042, 1.22747, 1.32687)  0.09
H (2.44886, 2.74482, 0.60593)  0.08
C (-1.68926, 1.92722, 3.37868)  -0.43
Te (0.08920, 2.35808, 2.28754)  1.27
C (1.32252, 2.30780, 4.06125)  -0.46
H (-2.25127, 2.83869, 3.56692)  -0.01
H (-1.41306, 1.45139, 4.31894)  -0.02
H (-2.26564, 1.25656, 2.74204)  -0.02
H (1.22104, 1.33820, 4.54796)  -0.03
H (1.05078, 3.10389, 4.75277)  -0.02
H (2.36004, 2.44161, 3.75392)  -0.02
C (-3.79369, -1.08722, -1.13988)  -0.08
C (-4.28560, 0.27465, -0.72534)  -0.22
C (-5.60548, 0.61083, -0.98558)  -0.10
C (-6.11328, 1.87218, -0.70231)  -0.15
C (-5.23970, 2.82358, -0.19537)  -0.10
C (-3.90818, 2.53504, 0.07083)  -0.22
C (-2.99911, 3.65877, 0.48496)  -0.07
C (-3.40085, 1.21743, -0.11796)  -0.30
N (-2.13619, 0.86206, 0.24656)  -0.13
H (-4.23423, -1.36575, -2.10066)  0.07
H (-4.05959, -1.86268, -0.41749)  0.03
H (-2.70994, -1.09453, -1.23832)  0.04
H (-6.24690, -0.13867, -1.44312)  0.09
H (-7.15010, 2.11599, -0.90508)  0.07
H (-5.59183, 3.83685, -0.01666)  0.09
H (-3.49675, 4.34661, 1.17556)  0.07
H (-2.67561, 4.22682, -0.39153)  0.09
H (-2.09040, 3.28268, 0.94329)  -0.03